*i*
This record from the OMol25 dataset describes 2 unconnected molecules or ions with the total composition C6H15NO. The level of theory is ωB97M-V with the def2-TZVPD basis set.

```
! RIJCOSX wB97M-V def2-TZVPD def2/J DEFGRID3
* xyz 0 1
C -2.21 -0.48 1.29
C -1.83 1.42 -0.32
C -1.97 -0.88 -1.20
C 3.05 -0.35 -1.04
C 1.57 -0.15 1.10
C -2.01 0.02 0.09
N 1.72 0.02 -0.37
O 1.40 1.21 -0.71
H -2.22 -1.51 1.31
H 1.14 -0.70 -0.82
H -2.52 0.07 2.16
H -1.76 2.02 0.72
H -2.72 1.98 -0.77
H -0.94 1.56 -0.87
H -1.36 -0.40 -1.98
H -1.73 -1.91 -0.95
H -2.99 -0.88 -1.63
H 3.83 0.26 -0.84
H 3.19 -1.35 -0.66
H 2.75 -0.38 -2.13
H 2.03 0.59 1.63
H 0.55 -0.12 1.41
H 2.05 -1.20 1.47
*
```

Properties
SMILES string = C[NH+](C)[O-].C=C(C)C
Gap between HOMO and LUMO = 0.3376 Ha

*ii*
This record from the OMol25 dataset describes a molecular structure, C6H15NO. The level of theory is ωB97M-V with the def2-TZVPD basis set.

```
! RIJCOSX wB97M-V def2-TZVPD def2/J DEFGRID3
* xyz 0 1
C 0.37 -0.61 -0.60
C 0.66 -1.25 0.60
C -0.84 2.26 -0.11
C 1.43 0.20 -1.31
C -0.66 -1.26 -1.48
C -1.44 0.07 1.73
N 1.76 -0.98 1.45
O -0.78 0.88 0.18
H 0.14 -2.17 0.86
H 2.38 -0.25 1.12
H 2.25 -1.78 1.80
H -1.13 2.77 0.82
H -1.66 2.47 -0.82
H 0.10 2.67 -0.49
H 0.96 0.84 -2.06
H -0.31 -2.24 -1.81
H 1.98 0.85 -0.63
H 2.14 -0.46 -1.83
H -0.91 -0.67 -2.37
H -1.60 -1.40 -0.95
H -2.15 -0.70 1.44
H -0.70 -0.22 2.46
H -1.99 0.98 1.98
*
```

Properties
Gap between HOMO and LUMO = 0.2643 Ha

Which structure is most stable? *ii*, by 0.086 eV over the runner-up.

*i*
This record from the OMol25 dataset describes C6H15NO in the gas phase. The level of theory is ωB97M-V with the def2-TZVPD basis set.

```
! RIJCOSX wB97M-V def2-TZVPD def2/J DEFGRID3
* xyz 0 1
C 0.72 -0.28 0.29
C -1.69 0.08 -0.54
C 0.30 1.26 -1.57
C 2.19 -0.77 -0.42
C 0.26 -1.47 1.14
C -2.22 0.70 0.74
N -0.10 0.09 -0.81
O 0.99 0.82 1.13
H 1.55 0.50 1.86
H -2.13 0.59 -1.40
H -2.03 -0.95 -0.63
H 1.35 1.57 -1.47
H -0.27 2.17 -1.32
H 0.14 1.05 -2.63
H 2.97 -0.68 0.34
H 2.54 -0.17 -1.26
H 2.12 -1.80 -0.76
H -0.45 -1.16 1.91
H 1.10 -1.90 1.68
H -0.18 -2.25 0.52
H -1.66 1.59 1.04
H -2.23 -0.02 1.56
H -3.27 1.02 0.60
*
```

Properties
SMILES string = CCN(C)C(C)(C)O
Gap between HOMO and LUMO = 0.3444 Ha

*ii*
This record from the OMol25 dataset describes C6H15NO in the gas phase. The level of theory is ωB97M-V with the def2-TZVPD basis set.

```
! RIJCOSX wB97M-V def2-TZVPD def2/J DEFGRID3
* xyz 0 1
C -1.97 0.86 -0.74
O -2.23 -0.19 -1.76
C -0.63 0.89 -0.08
C 0.18 -0.43 -0.23
C 1.41 -0.64 0.61
C 1.99 -2.08 0.51
C 1.19 -0.31 2.09
N 0.15 2.06 -0.46
H -2.81 0.87 -0.05
H -2.24 1.64 -1.47
H -2.78 -0.91 -1.43
H -0.72 0.91 1.04
H 0.37 -0.54 -1.31
H -0.51 -1.27 -0.03
H 2.24 -0.01 0.20
H 2.92 -2.11 -0.08
H 1.44 -2.91 0.08
H 2.05 -2.40 1.54
H 1.19 0.72 2.44
H 0.17 -0.60 2.40
H 1.78 -0.92 2.81
H 0.76 2.39 0.26
H 0.31 2.23 -1.44
*
```

Properties
SMILES string = CC(C)C[C@@H](N)CO
Gap between HOMO and LUMO = 0.3515 Ha

Which structure is most stable? *i*, by 0.442 eV over the runner-up.

*i*
This record from the OMol25 dataset describes C6H8N2O in the gas phase. The level of theory is ωB97M-V with the def2-TZVPD basis set.

```
! RIJCOSX wB97M-V def2-TZVPD def2/J DEFGRID3
* xyz 0 1
C 0.24 2.73 1.32
C -0.58 1.50 0.81
C 0.07 -0.30 -0.58
C 0.52 -0.76 -1.87
C 0.11 -2.91 -1.22
C -0.34 -2.48 -0.05
H 0.37 3.39 0.51
H 1.14 2.50 1.60
H 0.01 3.28 2.14
H -1.65 1.86 0.78
H -0.65 0.70 1.74
H 0.94 -0.12 -2.52
H 0.30 -3.99 -1.31
H -0.73 -3.15 0.76
N 0.68 -2.10 -2.10
N -0.43 -1.14 0.34
O -0.02 1.00 -0.35
*
```

Properties
SMILES string = CCOc1cnccn1
Gap between HOMO and LUMO = 0.3520 Ha

*ii*
This record from the OMol25 dataset describes C6H8N2O in the gas phase. The level of theory is ωB97M-V with the def2-TZVPD basis set.

```
! RIJCOSX wB97M-V def2-TZVPD def2/J DEFGRID3
* xyz 0 1
C 2.77 -0.17 -0.55
C -1.32 -1.13 0.33
C -1.83 -0.47 -0.69
C 0.11 -0.84 0.70
C 0.56 0.40 -0.03
C 1.58 0.30 -1.13
N 3.72 -0.50 -0.02
N 0.45 1.52 0.70
O -1.17 0.39 -1.38
H -1.89 -1.78 0.99
H -2.90 -0.56 -0.95
H -0.01 -0.78 1.85
H 0.85 -1.67 0.60
H 1.74 1.09 -1.84
H 1.26 -0.61 -1.76
H 0.60 2.41 0.07
H -0.39 1.58 1.41
*
```

Properties
Gap between HOMO and LUMO = 0.2843 Ha

*iii*
This record from the OMol25 dataset describes 2 unconnected molecules or ions with the total composition C6H8N2O. The level of theory is ωB97M-V with the def2-TZVPD basis set.

```
! RIJCOSX wB97M-V def2-TZVPD def2/J DEFGRID3
* xyz 0 1
C -0.39 2.28 -0.22
C -0.82 1.13 -0.72
C 0.78 -0.09 0.07
C 0.16 -1.40 -0.08
C -2.00 0.56 -1.31
C 1.84 0.51 0.84
N 0.24 3.24 0.16
N 0.26 -2.25 1.09
O -0.48 -1.81 -1.04
H -3.01 0.79 -1.03
H -1.94 0.69 -2.36
H -1.76 -0.56 -1.29
H 1.68 0.46 1.88
H 1.98 1.55 0.53
H 2.78 -0.06 0.57
H 0.55 -1.84 1.95
H 0.13 -3.20 0.94
*
```

Properties
Gap between HOMO and LUMO (alpha / beta) = 0.2889 / 0.3064 Ha

*iv*
This record from the OMol25 dataset describes C6H8N2O in the gas phase. The level of theory is ωB97M-V with the def2-TZVPD basis set.

```
! RIJCOSX wB97M-V def2-TZVPD def2/J DEFGRID3
* xyz 0 1
C -0.61 1.45 1.53
C -0.73 2.00 0.11
C 0.11 -0.16 -0.73
C 1.46 -0.69 -0.55
C 1.30 -2.04 -0.24
C -0.11 -2.37 -0.35
H 0.39 0.92 1.72
H -1.62 0.67 1.56
H -0.49 2.35 2.31
H 0.06 1.64 -1.89
H 2.51 -0.03 -0.48
H 2.15 -2.69 -0.26
H -0.58 -3.25 -0.25
H -1.66 -0.95 -0.63
N -0.37 1.18 -0.98
N -0.71 -1.20 -0.68
O -1.11 3.18 -0.21
*
```

Properties
SMILES string = CC(=O)Nc1ccc[nH]1
Gap between HOMO and LUMO = 0.3304 Ha

Which structure is most stable? *iv*, by 0.178 eV over the runner-up.

*i*
This record from the OMol25 dataset describes 2 unconnected molecules or ions with the total composition C2H5BrN2O. The level of theory is ωB97M-V with the def2-TZVPD basis set.

```
! RIJCOSX wB97M-V def2-TZVPD def2/J DEFGRID3
* xyz 0 1
C -0.42 -0.65 0.11
C 0.14 1.84 0.05
N -1.72 -1.05 -0.09
N -0.21 0.67 0.40
O 0.47 -1.42 0.28
Br 3.31 -0.25 -0.23
H 2.35 -1.39 0.13
H 0.53 2.01 -0.98
H -0.02 2.70 0.67
H -2.46 -0.47 -0.18
H -1.96 -1.99 -0.15
*
```

Properties
SMILES string = C=NC(N)=O.Br
Gap between HOMO and LUMO = 0.3813 Ha

*ii*
This record from the OMol25 dataset describes 2 unconnected molecules or ions with the total composition C2H5BrN2O. The level of theory is ωB97M-V with the def2-TZVPD basis set.

```
! RIJCOSX wB97M-V def2-TZVPD def2/J DEFGRID3
* xyz 0 1
C 0.63 -0.61 0.00
C -0.59 -1.12 0.89
N -0.48 1.44 -0.33
N 0.17 0.43 -0.76
O 1.63 -1.25 -0.14
Br 2.69 0.99 -1.97
H -1.21 -0.54 1.49
H -1.34 -1.46 0.13
H -0.34 -2.11 1.47
H -0.97 1.99 -1.09
H -0.20 2.23 0.30
*
```

Properties
Gap between HOMO and LUMO (alpha / beta) = 0.3192 / 0.2495 Ha

Which structure is most stable? *i*, by 2.747 eV over the runner-up.

*i*
This record from the OMol25 dataset describes 4 unconnected molecules or ions with the total composition C2H12N2O3. The level of theory is ωB97M-V with the def2-TZVPD basis set.

```
! RIJCOSX wB97M-V def2-TZVPD def2/J DEFGRID3
* xyz 0 1
C 1.49 -1.77 1.24
N 2.53 -1.67 2.25
C 3.83 -1.72 1.87
N 4.21 -1.59 0.66
H 1.63 -2.64 0.58
H 0.51 -1.94 1.69
H 1.62 -0.96 0.52
H 2.31 -1.98 3.17
H 4.52 -1.90 2.68
H 5.22 -1.60 0.65
H -0.57 2.60 -4.58
H -2.11 2.69 -4.49
O -1.30 2.79 -3.98
H -2.99 2.15 1.82
H -4.40 1.55 1.85
O -3.47 1.32 1.74
H -3.67 1.21 -2.32
H -4.92 2.10 -2.47
O -4.45 1.37 -2.87
*
```

Properties
SMILES string = [H]/N=C/NC.O.O.O
Gap between HOMO and LUMO = 0.3492 Ha

*ii*
This record from the OMol25 dataset describes 4 unconnected molecules or ions with the total composition C2H12N2O3. The level of theory is ωB97M-V with the def2-TZVPD basis set.

```
! RIJCOSX wB97M-V def2-TZVPD def2/J DEFGRID3
* xyz 0 1
C -2.87 0.14 0.29
N -1.53 0.54 0.71
C -0.85 -0.09 1.70
N 0.01 0.51 2.48
H -3.31 0.94 -0.30
H -2.81 -0.74 -0.35
H -3.48 -0.02 1.18
H -1.03 1.28 0.24
H -1.34 -0.99 2.09
H -0.35 1.46 2.55
H 4.47 1.88 -3.17
H 3.63 0.95 -4.04
O 3.96 1.06 -3.14
H -0.02 -2.53 -0.25
H -0.66 -3.51 0.79
O -0.68 -3.22 -0.12
H 2.34 0.65 -0.98
H 1.98 0.59 0.45
O 2.55 1.09 -0.14
*
```

Properties
SMILES string = [H]/N=C\NC.O.O.O
Gap between HOMO and LUMO = 0.3481 Ha

Which structure is most stable? *i*, by 0.861 eV over the runner-up.

*i*
This record from the OMol25 dataset describes C2H5N3S in the gas phase. The level of theory is ωB97M-V with the def2-TZVPD basis set.

```
! RIJCOSX wB97M-V def2-TZVPD def2/J DEFGRID3
* xyz 0 1
C 1.33 -1.26 0.24
C -2.06 0.25 0.65
N 2.17 -1.86 0.80
N 2.03 0.43 -1.32
N -0.68 -0.11 0.75
S 0.19 -0.30 -0.53
H -2.38 0.20 -0.37
H -2.56 -0.61 1.16
H -2.47 1.24 1.09
H 2.80 0.69 -0.70
H 1.64 1.32 -1.77
*
```

Properties
Gap between HOMO and LUMO (alpha / beta) = 0.2980 / 0.3005 Ha

*ii*
This record from the OMol25 dataset describes C2H5N3S in the gas phase. The level of theory is ωB97M-V with the def2-TZVPD basis set.

```
! RIJCOSX wB97M-V def2-TZVPD def2/J DEFGRID3
* xyz 0 1
C -0.78 -0.63 0.66
C 0.94 0.85 0.22
N -0.75 0.56 1.58
N 0.10 1.38 1.29
N 0.29 -0.32 -0.27
S -0.30 -0.29 -1.89
H -0.69 -1.59 1.22
H -1.69 -0.79 -0.02
H 0.80 1.53 -0.59
H 1.97 0.72 0.34
H 0.11 -1.42 -2.53
*
```

Properties
SMILES string = SN1CN=NC1
Gap between HOMO and LUMO = 0.3634 Ha

Which structure is most stable? *ii*, by 1.853 eV over the runner-up.

*i*
This record from the OMol25 dataset describes 2 unconnected molecules or ions with the total composition CHCl5NP. The level of theory is ωB97M-V with the def2-TZVPD basis set.

```
! RIJCOSX wB97M-V def2-TZVPD def2/J DEFGRID3
* xyz 0 1
C -1.56 -0.94 0.04
N 2.17 0.13 -0.53
P 0.86 0.80 -0.04
Cl -0.83 -2.46 0.27
Cl -2.41 -0.72 -1.43
Cl -2.34 -0.28 1.43
Cl 0.45 2.15 -1.44
Cl 1.03 1.89 1.67
H 2.62 -0.57 0.04
*
```

Properties
Gap between HOMO and LUMO (alpha / beta) = 0.2541 / 0.2846 Ha

*ii*
This record from the OMol25 dataset describes CHCl5NP in the gas phase. The level of theory is ωB97M-V with the def2-TZVPD basis set.

```
! RIJCOSX wB97M-V def2-TZVPD def2/J DEFGRID3
* xyz 0 1
C 0.88 -0.83 0.08
N -1.89 0.65 -0.72
P -0.54 0.76 0.01
Cl 2.47 -0.13 0.60
Cl 0.76 -1.23 -1.65
Cl 0.55 -2.29 0.95
Cl -0.50 1.11 2.04
Cl 0.59 2.09 -1.05
H -2.32 -0.13 -0.27
*
```

Properties
SMILES string = N=P(Cl)(Cl)C(Cl)(Cl)Cl
Gap between HOMO and LUMO = 0.3618 Ha

Which structure is most stable? *ii*, by 1.473 eV over the runner-up.